No. 1
C7H7N2O | the ωB97M-V functional and the def2-TZVPD basis

Last column: Mulliken charge in e.
Geometry (Å):
C: 1.4020 -0.5517 -0.2877  -0.72
C: -2.2004 0.7067 0.3862  -0.75
C: 2.1086 -0.7877 0.9115  -0.12
C: -2.6788 0.9268 1.6436  -0.53
C: -0.7951 0.4055 0.5169  1.10
C: 0.1501 0.0241 -0.5102  1.05
C: -0.6159 0.6118 1.8528  -0.20
N: 1.6855 -0.7410 2.1084  -0.40
N: -0.2448 0.2008 -1.7726  -0.34
O: -1.6713 0.8353 2.5523  -0.21
H: 1.9586 -0.7865 -1.1856  0.27
H: -2.7761 0.6895 -0.5176  0.35
H: 3.1589 -1.0666 0.7479  0.36
H: -3.6469 1.1966 2.0181  0.44
H: 2.2884 -0.7424 2.9169  0.28
H: 0.3506 -0.0740 -2.5383  0.22
H: -1.1112 0.6577 -2.0050  0.20

max |F|: 2.58 eV Å⁻¹
orbital gap (alpha / beta): 8.244 / 6.176 eV
E_HOMO (alpha / beta): -13.237 / -13.191 eV
E: -12388.407 eV
LUMO (alpha / beta): -4.993 / -7.016 eV
net charge: +1

No. 2
C7H7N3 | the ωB97M-V functional and the def2-TZVPD basis

Last column: Mulliken charge in e.
Geometry (Å):
C: -1.0777 -1.4076 -0.1658  -0.16
C: -2.1790 -0.6007 -0.2243  -0.48
C: -2.1666 0.8256 -0.1088  -0.09
N: -1.1431 1.5902 -0.0055  -0.53
C: 0.0672 1.2838 0.4575  -0.10
N: 1.1410 1.5334 -0.2472  -0.52
C: 2.2535 0.8394 -0.2033  -0.08
C: 2.3308 -0.5626 -0.0758  -0.23
N: 1.2752 -1.3439 -0.0611  -0.52
C: 0.1280 -1.0375 0.4905  -0.07
H: -1.0459 -2.3080 -0.7679  0.38
H: -3.0703 -0.9928 -0.6948  0.29
H: -3.0873 1.3327 -0.3780  0.38
H: 0.1513 1.1743 1.5481  0.54
H: 3.1063 1.3307 -0.6542  0.36
H: 3.2476 -1.0383 -0.4009  0.35
H: 0.0689 -0.6187 1.4914  0.48

max |F|: 0.99 eV Å⁻¹
orbital gap: 7.232 eV
E_HOMO: -7.745 eV
E: -11839.225 eV
LUMO: -0.514 eV
SMILES: c1ccncnccnc1